42
Properties=species:S:1:pos:R:3:lowdin_charge:R:1 method="wB97M-V/def2-TZVPD" relative_energy_kj_mol=491.0 lumo_ha="-0.435 / -0.418" e_homo_ev="-15.1 / -15.1" charge=+2 energy_ev=-27582.8350
Hg -2.554 -0.337 1.157 1.051
O 0.467 1.811 -2.039 0.025
C -0.136 0.998 -2.801 -0.307
O 1.832 -0.718 -1.214 0.098
C 1.230 -1.117 -2.205 -0.393
O 1.479 -2.303 -2.868 0.029
N 0.261 -0.378 -3.058 0.032
C 1.030 -2.173 -4.268 -0.078
C 0.188 -0.920 -4.417 -0.129
H 0.478 -3.098 -4.404 0.131
H 1.913 -2.151 -4.924 0.142
H -0.886 -1.093 -4.593 0.127
H 0.580 -0.219 -5.182 0.145
C -1.222 1.498 -3.833 -0.064
C -1.811 2.685 -3.531 0.060
H -1.296 0.999 -4.843 0.108
H -1.625 3.149 -2.548 0.075
H -2.387 3.152 -4.334 0.078
C -0.486 2.414 2.042 -0.080
N 0.400 1.287 1.775 -0.202
C 1.498 1.716 0.915 -0.037
C 0.910 0.653 2.959 -0.184
C -0.107 -0.286 3.638 -0.149
N -0.529 -1.400 2.791 -0.213
C 0.547 -2.280 2.391 -0.002
C -1.702 -2.115 3.257 -0.112
H -0.802 2.828 1.074 0.104
H 0.024 3.230 2.602 0.129
H -1.362 2.062 2.598 0.062
H 2.120 2.512 1.402 0.143
H 2.124 0.852 0.648 0.093
H 1.030 2.098 -0.002 0.073
H 1.773 0.032 2.678 0.121
H 1.177 1.396 3.764 0.173
H 0.392 -0.650 4.576 0.178
H -0.971 0.346 3.902 0.123
H 0.857 -2.854 3.278 0.145
H 0.217 -3.010 1.643 0.122
H 1.428 -1.756 1.988 0.110
H -2.507 -1.373 3.338 0.039
H -1.971 -2.817 2.465 0.097
H -1.602 -2.671 4.184 0.137

42
Properties=species:S:1:pos:R:3:lowdin_charge:R:1 method="wB97M-V/def2-TZVPD" lumo_ha=-0.129 e_homo_ev=-12.3 charge=+1 energy_ev=-86881.8375
Zn 0.482 0.770 0.863 0.357
P 2.312 0.234 -0.410 0.836
C 1.545 -0.879 -1.645 -0.251
C 0.337 -1.620 -1.102 -0.298
N -0.335 -1.021 -0.145 0.049
C -1.477 -1.518 0.332 -0.258
C -1.975 -2.704 -0.188 -0.027
C -1.316 -3.298 -1.173 -0.053
C -0.140 -2.791 -1.645 0.008
C -2.188 -0.762 1.501 -0.260
P -1.665 0.948 1.673 0.795
H 0.415 -3.146 -2.477 0.118
H -2.886 -3.117 0.307 0.146
H -1.666 -4.250 -1.606 0.140
H -3.285 -0.833 1.394 0.109
H -1.925 -1.220 2.470 0.103
H 1.112 -0.072 -2.213 -0.041
H 2.261 -1.527 -2.202 0.129
H 0.135 1.697 -2.452 0.013
O 0.203 0.776 -2.934 -0.109
H 0.651 0.783 -3.806 0.097
H 0.301 2.302 -0.527 0.047
O -0.276 2.562 -1.372 -0.071
H -0.553 3.425 -1.598 0.071
C -2.852 1.777 0.563 -0.247
H -3.853 1.448 0.864 0.053
H -2.781 2.868 0.683 0.056
H -2.672 1.445 -0.469 0.051
C -2.134 1.436 3.339 -0.224
H -1.928 2.501 3.465 0.060
H -3.192 1.269 3.536 0.065
H -1.553 0.828 4.040 0.055
C 3.487 -0.740 0.529 -0.242
H 4.113 -1.329 -0.142 0.063
H 4.152 -0.091 1.136 0.073
H 2.943 -1.398 1.208 0.031
C 3.335 1.427 -1.316 -0.226
H 3.985 1.935 -0.601 0.057
H 3.959 0.923 -2.049 0.061
H 2.704 2.179 -1.824 0.049
N 1.244 -0.961 3.456 -0.006
C 0.975 -0.258 2.539 -0.380

42
Properties=species:S:1:pos:R:3:lowdin_charge:R:1 method="wB97M-V/def2-TZVPD" relative_energy_kj_mol=120.9 lumo_ha=0.016 e_homo_ev=-9.5 energy_ev=-25476.0597 smiles="CC[C@@H](C)[C@@H](NC(=O)[C@@H](CO)NC(C)=O)C(=O)NC"
C -1.223 0.929 -3.523 -0.111
C -0.778 -0.466 -3.234 -0.222
C 0.748 -0.515 -2.713 -0.307
C 1.684 -0.237 -3.899 -0.062
C 1.029 0.136 -1.377 -0.168
N 0.045 -0.390 -0.298 0.138
C -0.393 0.503 0.511 -0.423
O -0.037 1.704 0.452 0.027
C -1.460 -0.064 1.642 -0.111
C -0.645 -1.113 2.444 -0.203
O -0.408 -2.391 1.867 -0.072
N -2.043 0.965 2.539 0.111
C -2.942 0.759 3.551 -0.509
C -3.350 1.972 4.383 -0.008
O -3.562 -0.287 3.733 0.035
C 2.481 0.050 -0.884 -0.431
O 3.409 0.534 -1.561 0.031
N 2.798 -0.615 0.238 0.033
C 4.108 -0.782 0.951 -0.029
H -0.683 1.322 -4.373 0.071
H -1.153 1.692 -2.763 0.078
H -2.177 0.781 -3.985 0.068
H -0.981 -1.072 -4.133 0.111
H -1.425 -1.027 -2.508 0.106
H 0.919 -1.629 -2.283 0.168
H 1.206 -0.334 -4.805 0.035
H 1.922 0.885 -3.888 0.113
H 2.648 -0.757 -3.908 0.083
H 0.975 1.258 -1.532 0.169
H -0.039 -1.374 -0.130 0.129
H -2.243 -0.468 1.064 0.129
H -0.961 -1.371 3.437 0.118
H 0.294 -0.760 2.713 0.101
H -1.009 -3.039 2.285 0.111
H -1.859 1.878 2.263 0.107
H -4.033 2.737 3.921 0.102
H -2.538 2.591 4.571 0.038
H -3.737 1.609 5.366 0.100
H 2.091 -1.257 0.533 0.104
H 4.598 -1.760 0.666 0.102
H 4.125 -0.695 2.039 0.076
H 4.601 0.097 0.627 0.062

45
Properties=species:S:1:pos:R:3:lowdin_charge:R:1 method="wB97M-V/def2-TZVPD" relative_energy_kj_mol=142.9 lumo_ha=0.007 e_homo_ev=-9.7 energy_ev=-31614.3908 smiles="CCO[C@H]1O[C@H]([C@@H](CNC(=O)N(C)N=O)OC)[C@H](OC)[C@H]1O"
C 0.426 0.943 3.990 -0.082
C 0.731 1.947 2.879 -0.235
O 1.934 1.584 2.221 -0.071
C 1.900 0.561 1.231 -0.361
O 1.156 0.906 0.106 -0.016
C 1.560 0.130 -1.038 -0.102
C 0.269 -0.590 -1.709 -0.232
C -0.801 -1.112 -0.628 -0.081
N -1.589 0.038 -0.205 0.084
C -2.929 -0.174 0.062 -0.468
O -3.298 -1.334 0.222 0.059
N -3.863 0.857 -0.168 -0.090
C -5.204 0.864 0.404 -0.031
N -3.445 1.830 -1.008 -0.026
O -4.130 2.857 -1.064 -0.026
O -0.190 0.315 -2.728 -0.159
C -0.739 -0.393 -3.881 -0.070
C 2.790 -0.745 -0.429 -0.177
O 2.446 -2.072 -0.024 -0.145
C 2.830 -3.086 -0.989 -0.080
C 3.204 0.125 0.756 -0.258
O 4.030 1.226 0.481 0.038
H 0.081 1.563 4.863 0.086
H -0.345 0.226 3.814 0.054
H 1.248 0.325 4.330 0.074
H -0.144 1.954 2.264 0.097
H 0.759 3.008 3.349 0.147
H 1.449 -0.216 1.768 0.145
H 1.926 0.791 -1.879 0.166
H 0.691 -1.467 -2.213 0.126
H -0.298 -1.716 0.125 0.122
H -1.443 -1.789 -1.292 0.140
H -1.297 0.937 -0.579 0.121
H -5.380 1.782 1.024 0.093
H -5.234 0.046 1.152 0.094
H -6.058 0.796 -0.325 0.108
H -0.218 -0.082 -4.784 0.079
H -1.746 0.069 -4.054 0.096
H -0.872 -1.467 -3.856 0.083
H 3.522 -0.823 -1.228 0.148
H 3.900 -3.426 -0.840 0.102
H 2.764 -2.826 -2.027 0.069
H 2.218 -3.995 -0.753 0.101
H 3.581 -0.379 1.693 0.185
H 3.808 2.011 0.967 0.093

40
Properties=species:S:1:pos:R:3:lowdin_charge:R:1 method="wB97M-V/def2-TZVPD" relative_energy_kj_mol=919.8 lumo_ha=0.015 e_homo_ev=-10.0 energy_ev=-22487.1064 smiles="CCCCOOC(=O)O[C@@H](C)CCC.CC#N"
C 4.959 -0.594 -1.159 -0.148
C 4.010 0.287 -0.101 -0.241
C 2.674 -0.642 0.283 -0.172
C 1.779 -0.723 -1.089 -0.141
O 0.456 -1.347 -0.937 -0.153
O -0.497 -0.471 -0.790 -0.088
C -1.264 -0.257 -2.023 -0.215
O -0.560 0.240 -3.078 0.005
O -2.696 -0.451 -2.242 -0.017
C -3.360 -1.212 -1.180 -0.326
C -2.774 -2.737 -0.943 -0.061
C -3.535 -0.356 0.248 -0.151
C -4.107 1.183 -0.068 -0.233
C -2.849 2.272 -0.161 -0.139
H 4.428 -0.703 -2.219 0.073
H 5.996 -0.089 -1.362 0.074
H 5.038 -1.685 -0.716 0.080
H 3.600 1.193 -0.741 0.103
H 4.600 0.652 0.843 0.093
H 2.136 -0.122 1.186 0.091
H 3.106 -1.681 0.646 0.121
H 1.620 0.339 -1.558 0.143
H 2.383 -1.411 -1.853 0.144
H -4.486 -1.370 -1.549 0.164
H -3.460 -3.236 -0.104 0.099
H -1.683 -2.779 -0.525 0.085
H -2.948 -3.372 -1.917 0.097
H -2.540 -0.330 0.878 0.115
H -4.429 -0.883 0.838 0.122
H -4.716 1.241 -1.072 0.113
H -4.781 1.541 0.848 0.108
H -1.934 1.920 0.496 0.071
H -2.484 2.245 -1.283 0.079
H -3.193 3.352 0.182 0.080
C 1.437 1.886 3.710 -0.080
C 2.818 1.250 3.693 -0.211
N 3.963 0.722 3.678 0.096
H 1.166 2.160 4.733 0.075
H 1.433 2.785 3.087 0.077
H 0.697 1.180 3.322 0.070

55
Properties=species:S:1:pos:R:3:lowdin_charge:R:1 method="wB97M-V/def2-TZVPD" lumo_ha=-0.239 e_homo_ev=-8.7 charge=+1 energy_ev=-97984.5279
O 1.751 -0.516 0.010 0.155
C 1.124 0.212 0.707 -0.407
C 0.474 1.591 0.212 -0.027
C -0.663 1.665 1.231 -0.319
C -1.642 2.858 1.226 -0.125
C -2.867 2.474 0.344 -0.235
C -3.874 1.521 1.055 -0.598
S -3.924 -0.197 0.388 0.700
C 0.175 1.316 2.488 -0.094
N 0.778 0.015 2.070 0.058
H 0.170 1.346 -0.852 0.022
H 1.198 2.404 0.327 0.153
H -1.287 0.773 1.035 0.100
H -1.220 3.757 0.763 0.128
H -2.006 3.034 2.244 0.118
H -3.405 3.391 0.079 0.118
H -2.521 1.957 -0.576 0.050
H -4.874 1.923 0.860 0.002
H -3.722 1.432 2.132 0.037
H -2.709 -0.342 -0.183 -0.163
H 1.044 1.987 2.382 0.134
H -0.292 1.340 3.469 0.138
H -0.027 -0.612 2.087 0.137
Be -0.759 1.293 -2.017 0.958
F -0.704 1.554 -4.310 -0.586
C -6.482 1.689 3.470 -1.179
Cl -6.906 1.578 5.160 0.664
Cl -5.552 3.132 3.109 0.665
H -5.895 0.805 3.189 0.034
H -7.410 1.727 2.887 -0.253
O 3.494 -2.980 1.040 -0.148
H 3.033 -2.323 0.497 -0.077
O 0.855 3.380 -2.375 -0.222
C 1.170 4.260 -3.270 -0.512
C 2.656 4.181 -3.743 -0.444
O 2.822 5.110 -4.721 -0.284
H 0.971 5.318 -3.009 0.132
H 0.646 4.179 -4.271 -0.040
H 2.817 3.120 -4.043 0.112
H 3.265 4.257 -2.831 0.135
C 3.874 -6.437 0.225 -0.161
C 3.850 -5.627 -1.048 -0.177
O 4.446 -6.481 -2.038 -0.194
S 4.092 -8.009 -1.698 0.597
O 2.979 -8.403 -2.485 -0.230
O 5.298 -8.752 -1.673 -0.221
O 3.584 -7.782 -0.193 -0.192
H 4.863 -6.426 0.685 0.136
H 3.138 -6.094 0.946 0.133
H 4.404 -4.698 -0.958 0.121
H 2.827 -5.410 -1.361 0.131
Mg 1.075 4.011 -5.881 1.301
F 1.556 -2.817 2.252 -0.195
Al -7.867 0.903 1.516 1.154
F 2.181 -1.584 3.450 -0.241